{
  "formula": "C33H48F3O19S",
  "method": "ωB97M-V/def2-TZVPD",
  "gap_ev": 8.48,
  "e_above_lowest_kj_mol": 0.0,
  "energy_ev": -92891.1106,
  "lumo_energy_ev": 1.963,
  "fmax_ev_per_a": 4.1,
  "charge": -1,
  "species": ["C", "F", "F", "F", "S", "O", "O", "O", "O", "C", "O", "C", "C", "C", "H", "H", "H", "H", "H", "H", "O", "C", "O", "C", "C", "C", "H", "H", "H", "H", "H", "H", "O", "C", "O", "C", "C", "C", "H", "H", "H", "H", "H", "H", "O", "C", "O", "C", "C", "C", "H", "H", "H", "H", "H", "H", "O", "C", "O", "C", "C", "C", "H", "H", "H", "H", "H", "H", "O", "C", "O", "C", "C", "C", "H", "H", "H", "H", "H", "H", "O", "C", "O", "C", "C", "C", "H", "H", "H", "H", "H", "H", "O", "C", "O", "C", "C", "C", "H", "H", "H", "H", "H", "H"],
  "xyz": [[1.10547, 0.56701, -0.56201], [0.68752, -0.71517, -0.72034], [1.77530, 0.46048, 0.62454], [1.76267, 0.91376, -1.65994], [-0.40905, 1.68619, -0.22693], [-1.15439, 1.81018, -1.47933], [-1.11163, 0.92770, 0.81205], [0.14632, 2.92862, 0.23697], [-3.98838, -1.82951, 5.99954], [-3.55576, -0.93964, 5.31606], [-3.29599, 0.30049, 5.75621], [-3.12325, 1.20183, 4.66195], [-3.41816, 0.41485, 3.40065], [-3.18911, -1.03948, 3.84681], [-2.06934, 1.48195, 4.60825], [-3.72784, 2.10517, 4.70636], [-2.67699, 0.64742, 2.63326], [-4.41448, 0.60671, 3.00041], [-2.16467, -1.38628, 3.70478], [-3.78641, -1.75308, 3.28180], [2.63054, 0.40245, -4.51389], [1.65917, -0.31569, -4.61974], [1.76717, -1.37058, -5.42971], [0.83893, -2.40979, -5.09314], [-0.32472, -1.66922, -4.35655], [0.33149, -0.35582, -3.90338], [1.36957, -3.12518, -4.46781], [0.40859, -2.83183, -5.99687], [-0.59029, -2.12322, -3.40032], [-1.20405, -1.68021, -4.99320], [0.61525, -0.26865, -2.85072], [-0.27458, 0.55170, -3.93112], [-1.58252, -5.09942, 1.40980], [-0.48823, -4.72783, 1.07255], [0.58996, -5.45480, 1.39341], [1.71654, -5.00487, 0.66815], [1.41998, -3.57436, 0.25005], [-0.09581, -3.47839, 0.31899], [1.82211, -5.62973, -0.22637], [2.62041, -5.15923, 1.25750], [1.97142, -3.39979, -0.67749], [1.93820, -2.85311, 0.88886], [-0.63304, -3.44142, -0.62954], [-0.39828, -2.56744, 0.83488], [3.12164, 3.51626, 0.80854], [3.48915, 3.30196, -0.32011], [2.71806, 3.58793, -1.38117], [3.58827, 3.78514, -2.48723], [4.87819, 2.96592, -2.26107], [4.84815, 2.86813, -0.71170], [3.82461, 4.84966, -2.39160], [3.17633, 3.54796, -3.46694], [5.61095, 3.62022, -2.73976], [4.99154, 2.02396, -2.79648], [5.68648, 3.48259, -0.39081], [5.02572, 1.82579, -0.45888], [-2.71243, -2.74198, -1.58520], [-3.57063, -2.04845, -1.10738], [-4.77218, -2.54772, -0.74016], [-5.60334, -1.44340, -0.29513], [-5.02363, -0.20716, -0.89214], [-3.51186, -0.51185, -0.91739], [-5.80240, -1.41342, 0.77233], [-6.49696, -1.62414, -0.89850], [-5.12777, 0.64086, -0.21174], [-5.31630, 0.08409, -1.90040], [-3.21411, -0.40503, 0.12868], [-2.89313, -0.01685, -1.65507], [0.43031, 2.65811, 3.57504], [0.81322, 1.53172, 3.51424], [0.02332, 0.42286, 3.56865], [0.85687, -0.75417, 3.37321], [2.24496, -0.30400, 3.83149], [2.30923, 1.21975, 3.66187], [0.84140, -1.06752, 2.32939], [0.35670, -1.44240, 4.05296], [2.93194, -0.93226, 3.26226], [2.22371, -0.56522, 4.89489], [2.76390, 1.18807, 2.66557], [3.00231, 1.76599, 4.28715], [-2.01443, 4.11352, 1.69334], [-3.10560, 3.87090, 1.26065], [-4.05923, 3.28807, 1.94591], [-5.29958, 3.24433, 1.24987], [-5.00332, 3.71690, -0.18096], [-3.59081, 4.34087, -0.09411], [-5.99975, 3.87963, 1.79695], [-5.76116, 2.25629, 1.27944], [-5.72169, 4.42267, -0.60553], [-5.06722, 2.92601, -0.92939], [-3.47118, 5.41907, -0.11346], [-2.97078, 3.78801, -0.80132], [6.49285, 0.12968, -0.88444], [5.74991, -0.70772, -1.29715], [6.23908, -1.93244, -1.71323], [5.18835, -2.75780, -2.21050], [3.96951, -1.79073, -2.37562], [4.25378, -0.68859, -1.37442], [4.88353, -3.66667, -1.69490], [5.24987, -3.05454, -3.26080], [3.14202, -2.45453, -2.11804], [3.87714, -1.41512, -3.39050], [3.76728, -0.87138, -0.41887], [4.03953, 0.27944, -1.82575]],
  "forces_ev_per_angstrom": [[-2.9, -0.1, 1.5], [0.0, -0.3, -0.8], [1.1, 0.9, -1.3], [1.0, 0.1, 1.0], [-0.8, 1.0, 1.0], [0.5, -0.8, -0.1], [0.5, -0.2, -0.8], [0.5, -0.6, -0.4], [0.1, 0.4, 0.3], [0.2, -1.2, -0.5], [-0.8, 0.1, 0.6], [1.1, 0.3, -1.1], [1.0, -0.6, -0.8], [-0.8, 0.5, -0.4], [-0.1, 0.2, 0.3], [-0.1, -0.2, 0.6], [-0.2, 0.4, -0.1], [-0.1, -0.2, 0.1], [0.2, 0.4, 0.3], [-0.3, -0.1, 0.4], [-1.1, 0.2, 0.2], [0.9, 0.8, 0.0], [0.1, -1.2, -0.8], [-1.2, 1.1, 0.5], [1.0, -0.4, 1.4], [0.1, 0.8, 0.0], [-0.1, -0.2, -0.1], [0.6, -0.3, -0.1], [-0.3, -0.7, -0.4], [0.0, 0.7, 0.0], [-0.3, -1.0, -0.3], [0.1, 0.1, -0.8], [0.4, 0.5, -0.3], [-1.5, 0.0, 0.6], [0.5, -0.5, 0.2], [0.5, -0.3, -0.5], [1.4, 0.4, 0.0], [0.2, 0.3, -0.4], [-0.1, -0.1, 0.1], [-0.1, 0.2, 0.2], [-0.8, 0.0, -0.4], [-0.4, -0.1, 0.5], [0.1, -0.1, -0.1], [-0.2, -0.2, 0.2], [0.2, -0.6, -0.6], [-0.6, 1.3, 2.0], [-0.2, -0.7, -0.5], [0.5, -0.1, -0.5], [-0.6, 1.0, -0.1], [1.7, -0.8, -2.2], [0.2, 0.0, -0.7], [-0.7, 0.1, 0.3], [0.6, -0.2, 0.7], [-0.6, -0.1, 0.1], [-0.4, 0.0, 0.9], [0.1, 0.2, 0.5], [-0.1, -0.2, 0.2], [0.9, 0.7, -0.8], [0.4, 0.6, 0.8], [-1.4, -0.8, -2.2], [2.1, 1.8, 0.4], [-1.4, -2.0, 0.7], [0.3, -0.3, 0.0], [-0.6, -0.1, 0.9], [-0.5, 0.1, -0.3], [-0.6, -0.3, 0.1], [0.9, 0.4, -0.3], [0.2, 0.1, 0.3], [-1.1, -0.2, -0.2], [1.2, 1.7, 1.6], [0.7, 0.4, -0.9], [-0.9, 1.3, 0.5], [-0.5, -1.3, 1.6], [-0.1, -3.1, -2.7], [-0.3, 0.0, 0.0], [0.5, -0.6, -0.3], [0.6, 0.4, 0.4], [0.7, -0.1, 0.0], [-0.2, 1.3, -0.2], [-0.7, 0.3, 0.4], [-0.7, -0.3, 0.3], [2.2, 2.0, -0.8], [-1.4, -1.5, 1.2], [-0.5, 0.4, -0.3], [-0.3, 1.0, -0.7], [-0.4, -2.0, 0.1], [0.1, 0.3, -0.1], [0.5, -0.2, 0.1], [-0.2, 0.2, 0.6], [0.5, -0.4, 0.3], [-0.2, 0.0, -0.4], [0.4, 0.7, -0.2], [0.1, 0.0, -0.2], [0.6, -1.1, 0.9], [-0.1, -0.5, -0.1], [-1.7, 1.3, -2.0], [0.0, -1.3, 1.0], [0.0, 0.1, -1.3], [0.8, 0.3, 1.0], [1.5, -0.3, 0.1], [-0.6, 0.7, -0.2], [0.0, 0.0, 0.0], [0.2, 0.4, 0.2], [-0.6, 0.0, 0.5]],
  "lowdin_charge": [-0.584, 0.077, 0.090, 0.128, 0.472, -0.343, -0.330, -0.280, 0.100, -0.491, 0.039, -0.144, -0.155, -0.058, 0.116, 0.124, 0.088, 0.104, 0.113, 0.116, 0.087, -0.486, 0.009, -0.129, -0.108, -0.064, 0.117, 0.116, 0.099, 0.109, 0.085, 0.134, 0.118, -0.477, 0.034, -0.172, -0.156, -0.060, 0.123, 0.125, 0.088, 0.104, 0.110, 0.118, 0.126, -0.504, 0.023, -0.154, -0.133, -0.065, 0.126, 0.125, 0.106, 0.096, 0.132, 0.090, 0.093, -0.458, 0.031, -0.152, -0.166, -0.043, 0.128, 0.124, 0.089, 0.121, 0.115, 0.111, 0.143, -0.473, -0.010, -0.148, -0.166, -0.048, 0.094, 0.122, 0.108, 0.110, 0.101, 0.124, 0.135, -0.523, 0.036, -0.152, -0.138, -0.042, 0.120, 0.102, 0.104, 0.093, 0.128, 0.115, 0.131, -0.448, 0.031, -0.155, -0.140, -0.074, 0.114, 0.119, 0.089, 0.102, 0.131, 0.098]
}